*A*
16
Properties=species:S:1:pos:R:3 method="wB97M-V/def2-TZVPD" orbital_gap_ev=9.63 total_charge=0 lumo_energy_ev=0.85
O -0.810 -1.339 0.800
N 1.169 1.476 0.279
N -2.257 0.175 -0.392
N -1.722 1.347 0.225
N 0.187 -0.384 1.256
C 1.729 -0.796 -0.557
C -1.769 -0.993 -0.187
C 0.996 0.177 0.326
H -0.422 0.260 1.845
H 2.417 -0.439 -1.409
H 2.540 -1.404 0.026
H 2.104 1.771 -0.231
H -2.126 -1.876 -0.718
H -0.745 1.415 -0.074
H -2.218 2.101 -0.192
H 0.928 -1.489 -0.997


*B*
16
Properties=species:S:1:pos:R:3 method="wB97M-V/def2-TZVPD" orbital_gap_ev=9.13 total_charge=0 lumo_energy_ev=0.56
O 2.464 -0.754 -0.556
N 0.456 1.727 0.639
N 1.238 -0.291 -0.057
N -1.428 0.028 -0.375
N -0.963 -0.878 0.570
C 1.319 1.041 -0.115
C -2.979 0.009 -0.453
C 0.223 -1.090 0.733
H -3.433 0.690 0.534
H 2.125 1.604 -0.685
H 0.319 -1.882 1.581
H -1.057 1.083 -0.336
H -3.515 -0.930 -0.385
H -3.318 0.410 -1.523
H 2.092 -1.495 -1.293
H 0.574 2.698 0.123


Short version: *B* is the least stable of them.


*A*
29
Properties=species:S:1:pos:R:3 method="wB97M-V/def2-TZVPD" orbital_gap_ev=8.67 total_charge=0 lumo_energy_ev=0.40 smiles="C=Cc1cc(C)c[nH]1.O.O.O.O"
O 0.762 1.015 3.648
O 2.826 -0.871 -0.614
O 1.922 -3.253 1.028
O -2.684 2.674 -0.621
N -1.354 -0.705 -1.150
C -0.192 1.162 -1.495
C 0.213 2.498 -2.081
C -0.486 -1.253 1.219
C -0.751 -2.540 1.539
C -0.601 -0.466 0.003
C -1.058 0.228 -2.088
C 0.164 0.698 -0.193
H -0.528 -2.784 2.616
H -0.852 2.983 -2.254
H 2.006 -0.458 -0.165
H -0.073 -0.632 1.981
H -1.344 0.281 -3.065
H 0.787 3.195 -1.577
H 0.719 2.355 -3.063
H 0.363 0.941 2.691
H 1.649 -2.343 1.114
H 2.335 -3.707 1.644
H -2.815 2.139 -1.456
H 0.061 0.869 4.334
H 2.717 -0.648 -1.599
H -1.747 2.476 -0.283
H -1.882 -1.554 -1.398
H 0.962 1.054 0.458
H -1.119 -3.354 0.827


*B*
29
Properties=species:S:1:pos:R:3 method="wB97M-V/def2-TZVPD" orbital_gap_ev=9.01 total_charge=0 lumo_energy_ev=0.40 smiles="C/C=C/c1cc[nH]c1.O.O.O.O"
O 1.373 -1.957 3.095
O 2.167 0.759 -2.609
O -0.886 2.605 -2.783
O -0.817 -2.776 1.795
N 2.274 0.470 1.043
C 0.353 1.622 0.938
C -3.140 -0.831 -1.476
C 1.406 -0.277 0.255
C -1.742 -0.273 -1.215
C 1.618 1.624 1.468
C -1.167 -0.078 -0.032
C 0.187 0.346 0.322
H -3.271 -0.597 -2.553
H -1.749 -0.467 0.843
H 3.121 0.748 -2.494
H 1.628 -1.140 2.606
H 0.499 -1.633 3.354
H -0.435 2.357 1.121
H -3.093 -1.922 -1.359
H -1.195 -2.857 2.680
H 0.132 -2.951 1.961
H -3.990 -0.392 -0.965
H -0.082 3.076 -2.556
H 1.769 -1.115 -0.317
H -1.248 -0.133 -2.171
H -0.863 1.775 -2.293
H 1.863 1.514 -2.093
H 3.236 0.245 1.200
H 2.052 2.256 2.234


Short version: *A* is the least stable of them.


*A*
16
Properties=species:S:1:pos:R:3 method="wB97M-V/def2-TZVPD" orbital_gap_ev=8.22 total_charge=0 lumo_energy_ev=-0.64
N -0.108 1.240 -0.085
N -2.844 0.054 -0.201
N 2.972 -0.727 0.139
N 0.750 -0.838 -0.540
C 1.314 1.194 -0.146
C 1.932 -0.153 0.033
C -0.261 -0.071 -0.186
C -1.686 -0.773 0.123
H 1.622 1.720 -1.130
H -3.959 -0.003 1.234
H 3.657 -0.065 0.852
H 1.525 1.779 0.763
H -2.150 1.377 -0.415
H -1.441 -1.490 -0.747
H 0.652 -1.906 -0.858
H -1.976 -1.338 1.164


*B*
16
Properties=species:S:1:pos:R:3 method="wB97M-V/def2-TZVPD" orbital_gap_ev=9.41 total_charge=0 lumo_energy_ev=0.69 smiles="C1NN=C2NNC[C@@H]12"
N 2.128 -0.271 0.149
N -1.349 -1.260 -0.035
N 1.170 -1.344 0.163
N -2.021 0.081 -0.254
C 0.056 0.755 -0.452
C -1.172 1.166 0.395
C 1.400 1.149 0.101
C -0.004 -0.830 -0.161
H 1.670 1.597 1.114
H 2.463 -0.222 -0.936
H 0.136 0.949 -1.479
H -1.547 2.235 0.096
H 1.833 1.745 -0.788
H -1.107 0.996 1.455
H -3.106 0.071 -0.058
H -1.521 -1.252 1.139


Short version: *A* is the least stable of them.


*A*
16
Properties=species:S:1:pos:R:3 method="wB97M-V/def2-TZVPD" orbital_gap_ev=9.51 total_charge=0 lumo_energy_ev=0.93
N -1.177 -0.383 1.438
N 0.276 -0.130 1.491
N 1.314 -1.842 -0.291
N -1.793 -0.387 -1.092
C 0.321 0.587 0.177
C 0.490 -0.843 0.180
C -0.909 -0.287 -0.014
C 0.986 1.831 -0.279
H 1.123 -2.731 0.154
H 2.003 1.870 0.126
H 1.034 1.843 -1.373
H 2.293 -1.602 -0.201
H 0.438 2.713 0.068
H -2.563 0.271 -1.014
H -2.157 -1.329 -1.194
H -1.682 0.418 1.823


*B*
16
Properties=species:S:1:pos:R:3 method="wB97M-V/def2-TZVPD" orbital_gap_ev=8.94 total_charge=0 lumo_energy_ev=0.80
N 1.851 0.483 -0.386
N 2.465 -1.788 0.188
N -1.135 -0.041 -0.184
N -3.359 -1.002 -0.157
C -2.483 -0.209 0.290
C -0.379 1.098 0.292
C 0.837 1.421 -0.091
C 1.947 -0.639 0.483
H -0.726 -0.718 -0.801
H 2.359 0.506 -1.337
H -0.937 1.786 0.860
H -3.106 -1.669 -0.843
H -2.726 0.462 1.054
H 1.497 -0.499 1.493
H 0.934 2.505 -0.150
H 2.960 -1.696 -0.712


Short version: *A* is the least stable of them.